Arrangement w

2 unconnected molecules or ions with the total composition C8H6BrO3, computed with ωB97M-V with the def2-TZVPD basis set.

Each atom is followed by the atoms it is bonded to, with distances in Å.
CARTESIAN COORDINATES (ANGSTROEM)
1 C -1.02 0.05 -1.47  C2 1.363, C3 1.393, H13 1.090
2 C -0.61 -1.22 -1.18  C1 1.363, C4 1.402, H14 1.077
3 C -0.75 1.04 -0.53  C1 1.393, C5 1.384, H15 1.081
4 C 0.25 -1.50 -0.10  C2 1.402, C6 1.445, H16 1.079
5 C -0.20 0.62 0.67  C3 1.384, C6 1.408, H17 1.053
6 C 0.45 -0.58 0.99  C4 1.445, C5 1.408, C8 1.395
7 C 2.54 -0.58 -1.32  O9 1.156, O10 1.145
8 C 0.98 -0.75 2.27  C6 1.395, O11 1.379, Br12 2.127
9 O 2.86 -1.48 -1.97  C7 1.156
10 O 2.42 0.45 -0.83  C7 1.145
11 O 1.63 0.30 2.87  C8 1.379, H18 1.053
12 Br 2.43 -2.29 2.54  C8 2.127
13 H -1.60 0.15 -2.39  C1 1.090
14 H -0.91 -1.99 -1.86  C2 1.077
15 H -1.13 2.05 -0.44  C3 1.081
16 H 0.92 -2.34 -0.11  C4 1.079
17 H -0.05 1.41 1.36  C5 1.053
18 H 2.09 0.95 2.18  O11 1.053

Computed properties:
HOMO in Eh: -0.089
Charge: -1
Kohn-Sham gap in eV: 5.767

Arrangement x

A gas-phase ion, C8H6BrO3 (charge -1), computed with ωB97M-V with the def2-TZVPD basis set.

Each atom is followed by the atoms it is bonded to, with distances in Å.
CARTESIAN COORDINATES (ANGSTROEM)
1 O -0.85 1.81 3.70  C2 1.216
2 C -0.71 2.53 2.73  O1 1.216, Br3 2.234, O4 1.410, C5 1.603
3 Br -1.97 4.37 2.80  C2 2.234
4 O 0.43 2.91 2.00  C2 1.410, C5 1.471
5 C -0.54 2.18 1.17  C2 1.603, O4 1.471, O6 1.397, C7 1.620
6 O -1.34 2.89 0.27  C5 1.397, H13 0.966
7 C -0.02 0.80 0.51  C5 1.620, C8 1.363, C12 1.396
8 C -0.51 0.50 -0.73  C7 1.363, C9 1.391, H14 1.042
9 C -0.18 -0.69 -1.37  C8 1.391, C10 1.391, H15 0.993
10 C 0.62 -1.65 -0.76  C9 1.391, C11 1.419, H16 1.139
11 C 1.24 -1.29 0.47  C10 1.419, C12 1.394, H17 1.103
12 C 0.82 -0.13 1.12  C7 1.396, C11 1.394, H18 1.071
13 H -1.26 3.77 0.64  O6 0.966
14 H -1.11 1.28 -1.07  C8 1.042
15 H -0.60 -0.83 -2.25  C9 0.993
16 H 0.91 -2.67 -1.18  C10 1.139
17 H 1.92 -1.89 1.09  C11 1.103
18 H 1.10 0.17 2.11  C12 1.071

Computed properties:
HOMO in Eh: -0.152
Charge: -1
SMILES: [O-][C@@]1(Br)O[C@@]1(O)c1ccccc1
Kohn-Sham gap in eV: 7.451

Q: Which of them is the least stable? A: arrangement w.

Arrangement w

C2H5B in the gas phase, computed with ωB97M-V with the def2-TZVPD basis set.

Each atom is followed by the atoms it is bonded to, with distances in Å.
CARTESIAN COORDINATES (ANGSTROEM)
1 B -1.32 0.22 0.12  C2 1.460, H4 1.266, H5 1.112
2 C -0.14 -0.64 0.17  B1 1.460, C3 1.628, H6 1.009
3 C 1.31 0.09 0.04  C2 1.628, H7 1.067, H8 1.123
4 H -1.12 1.32 -0.47  B1 1.266
5 H -2.40 0.00 0.01  B1 1.112
6 H 0.03 -1.62 0.03  C2 1.009
7 H 2.13 -0.54 0.28  C3 1.067
8 H 1.52 1.17 -0.18  C3 1.123

Computed properties:
HOMO in Eh: -0.352
SMILES: BC=C
Kohn-Sham gap in eV: 8.681

Arrangement x

C2H5B in the gas phase, computed with ωB97M-V with the def2-TZVPD basis set.

Each atom is followed by the atoms it is bonded to, with distances in Å.
CARTESIAN COORDINATES (ANGSTROEM)
1 B 0.32 -0.37 -0.34  C2 1.534, C3 1.433, H4 1.139
2 C -0.33 0.90 -0.90  B1 1.534, H6 1.020, H7 1.097
3 C 0.03 -0.89 0.97  B1 1.433, H5 1.110, H8 1.020
4 H 1.07 -0.79 -1.08  B1 1.139
5 H 0.48 -1.76 1.48  C3 1.110
6 H 0.18 1.14 -1.75  C2 1.020
7 H -1.24 1.38 -0.53  C2 1.097
8 H -0.44 -0.41 1.74  C3 1.020

Computed properties:
HOMO (spin up / spin down) in Eh: -0.351 / -0.360
Kohn-Sham gap (spin up / spin down) in eV: 8.340 / 8.837

Q: Which of them is the least stable? A: arrangement w.